No. 1
{"formula": "C40H82N4O6", "method": "ωB97M-V/def2-TZVPD", "e_lumo_ha": 0.011, "e_above_lowest_kcal_mol": 80.9, "smiles": "CC1(C)CCCC(C)(C)N1O.CC1(C)CCCC(C)(C)N1O.CC1(C)CCCC(C)(C)N1O.CC1(C)CCCC(C)(C)N1O.O=C1CCCO1", "elements": ["C", "C", "C", "C", "C", "C", "N", "O", "C", "C", "C", "H", "H", "H", "H", "H", "H", "H", "H", "H", "H", "H", "H", "H", "H", "H", "H", "H", "H", "H", "C", "C", "C", "C", "C", "C", "N", "O", "C", "C", "C", "H", "H", "H", "H", "H", "H", "H", "H", "H", "H", "H", "H", "H", "H", "H", "H", "H", "H", "H", "C", "C", "C", "C", "C", "C", "N", "O", "C", "C", "C", "H", "H", "H", "H", "H", "H", "H", "H", "H", "H", "H", "H", "H", "H", "H", "H", "H", "H", "H", "C", "C", "C", "C", "C", "C", "N", "O", "C", "C", "C", "H", "H", "H", "H", "H", "H", "H", "H", "H", "H", "H", "H", "H", "H", "H", "H", "H", "H", "H", "O", "C", "O", "C", "C", "C", "H", "H", "H", "H", "H", "H"], "positions_angstrom": [[-15.43, -9.86, 0.19], [-16.84, -10.00, 0.60], [-17.33, -11.35, 0.18], [-18.52, -11.98, 0.80], [-18.42, -11.96, 2.33], [-18.05, -10.54, 2.90], [-16.83, -10.04, 2.12], [-16.46, -8.75, 2.58], [-19.31, -9.66, 2.96], [-17.62, -10.80, 4.39], [-17.62, -8.86, -0.05], [-15.26, -10.40, -0.74], [-14.70, -10.10, 0.97], [-15.19, -8.81, 0.01], [-17.44, -11.33, -0.91], [-16.62, -12.11, 0.50], [-18.56, -13.01, 0.44], [-19.38, -11.44, 0.39], [-17.57, -12.60, 2.58], [-19.40, -12.24, 2.72], [-18.96, -8.65, 3.16], [-19.78, -9.51, 1.99], [-20.03, -10.02, 3.69], [-16.61, -11.16, 4.55], [-17.65, -9.80, 4.84], [-18.26, -11.49, 4.94], [-17.43, -8.99, -1.12], [-17.49, -7.85, 0.34], [-18.70, -8.95, 0.06], [-15.50, -8.86, 2.66], [-17.07, -22.68, 1.82], [-15.68, -22.31, 1.25], [-15.44, -23.23, 0.03], [-16.14, -22.81, -1.35], [-15.88, -21.26, -1.46], [-16.12, -20.36, -0.17], [-15.45, -20.88, 1.01], [-15.36, -20.11, 2.15], [-15.59, -18.91, -0.35], [-17.66, -20.14, 0.09], [-14.61, -22.78, 2.35], [-17.95, -22.85, 1.19], [-17.42, -22.01, 2.61], [-17.13, -23.73, 2.11], [-14.37, -23.38, -0.10], [-15.86, -24.20, 0.29], [-17.20, -23.05, -1.30], [-15.75, -23.35, -2.21], [-16.59, -21.05, -2.27], [-14.84, -21.12, -1.76], [-15.73, -18.54, -1.37], [-16.03, -18.18, 0.35], [-14.53, -18.88, -0.10], [-18.37, -20.97, 0.14], [-17.88, -19.65, 1.03], [-17.87, -19.35, -0.64], [-13.62, -22.85, 1.91], [-14.81, -23.75, 2.79], [-14.49, -22.11, 3.20], [-14.65, -19.52, 1.90], [-11.71, -13.16, 6.93], [-11.22, -11.97, 6.13], [-11.30, -12.43, 4.62], [-11.42, -11.40, 3.50], [-12.18, -10.16, 4.04], [-11.89, -9.54, 5.48], [-12.05, -10.67, 6.34], [-12.29, -10.42, 7.64], [-10.47, -8.83, 5.46], [-12.87, -8.30, 5.73], [-9.75, -11.69, 6.45], [-11.13, -14.05, 6.66], [-12.78, -13.37, 6.88], [-11.38, -13.02, 7.96], [-10.43, -13.02, 4.34], [-12.18, -13.06, 4.48], [-11.96, -11.85, 2.67], [-10.48, -10.94, 3.21], [-13.23, -10.42, 4.21], [-12.28, -9.28, 3.40], [-10.55, -7.84, 5.01], [-10.14, -8.77, 6.50], [-9.66, -9.40, 5.00], [-13.87, -8.74, 5.70], [-12.91, -7.81, 6.71], [-12.88, -7.54, 4.95], [-9.20, -12.53, 6.87], [-9.76, -10.93, 7.23], [-9.13, -11.22, 5.69], [-13.21, -10.70, 7.73], [-17.64, -15.38, 5.92], [-18.94, -15.99, 5.18], [-18.71, -16.01, 3.60], [-18.30, -17.38, 3.02], [-19.37, -18.34, 3.48], [-19.25, -18.48, 5.00], [-19.43, -17.27, 5.80], [-19.46, -17.31, 7.22], [-20.37, -19.46, 5.49], [-17.81, -19.04, 5.37], [-20.14, -14.94, 5.48], [-16.79, -16.07, 5.96], [-17.88, -15.18, 6.96], [-17.27, -14.45, 5.48], [-19.59, -15.75, 3.01], [-17.90, -15.31, 3.42], [-17.27, -17.67, 3.23], [-18.24, -17.36, 1.93], [-19.31, -19.32, 3.00], [-20.31, -17.96, 3.08], [-20.20, -19.84, 6.49], [-21.36, -19.04, 5.32], [-20.36, -20.31, 4.81], [-17.66, -19.22, 6.43], [-17.40, -19.84, 4.75], [-17.03, -18.29, 5.36], [-20.35, -14.88, 6.55], [-21.02, -15.48, 5.14], [-20.12, -14.00, 4.94], [-18.55, -17.58, 7.38], [-13.92, -17.72, 2.37], [-14.39, -16.57, 2.21], [-14.99, -16.04, 1.07], [-15.56, -14.77, 1.30], [-14.87, -14.34, 2.53], [-14.51, -15.56, 3.37], [-16.65, -14.75, 1.40], [-15.38, -14.10, 0.45], [-15.58, -13.91, 3.24], [-14.10, -13.61, 2.25], [-15.34, -15.79, 4.03], [-13.63, -15.44, 4.01]]}

=====

No. 2
{"formula": "C27H19Br2ClKN2O2S", "method": "ωB97M-V/def2-TZVPD", "e_lumo_ha": 0.070, "e_above_lowest_kcal_mol": 0.0, "total_charge": -1, "elements": ["K", "Cl", "C", "C", "C", "C", "O", "C", "C", "N", "C", "C", "C", "C", "C", "C", "C", "C", "N", "C", "C", "H", "H", "H", "H", "H", "H", "H", "H", "H", "H", "Br", "C", "Br", "H", "H", "C", "C", "O", "S", "C", "C", "C", "C", "C", "C", "C", "C", "H", "H", "H", "H", "H", "H", "H"], "positions_angstrom": [[-0.67, -0.52, 2.19], [4.66, 2.34, 6.91], [3.21, 1.95, 6.02], [2.03, 1.69, 6.71], [0.88, 1.41, 6.02], [0.82, 1.36, 4.59], [-0.28, 1.15, 3.99], [2.07, 1.59, 3.92], [2.27, 1.51, 2.49], [1.51, 0.96, 1.62], [1.95, 0.93, 0.29], [3.27, 0.79, -0.09], [3.63, 0.76, -1.45], [2.69, 0.86, -2.43], [1.32, 0.96, -2.08], [0.30, 1.05, -3.06], [-1.00, 1.11, -2.65], [-1.28, 1.05, -1.27], [-0.36, 1.00, -0.34], [0.94, 0.96, -0.72], [3.22, 1.91, 4.65], [2.02, 1.71, 7.80], [-0.05, 1.21, 6.55], [3.21, 1.98, 2.16], [4.04, 0.68, 0.66], [4.68, 0.65, -1.70], [2.96, 0.84, -3.48], [0.57, 1.06, -4.11], [-1.82, 1.19, -3.36], [-2.31, 1.08, -0.93], [4.15, 2.11, 4.12], [-3.30, 2.11, 1.79], [-1.78, 3.18, 2.33], [-1.11, 4.28, 0.89], [-1.00, 2.50, 2.67], [-2.12, 3.85, 3.11], [-3.68, -1.49, -4.45], [-3.08, -2.21, -5.63], [-3.46, -2.05, -6.76], [-1.75, -3.36, -5.33], [-1.55, -3.36, -3.56], [-2.36, -4.15, -2.76], [-2.22, -4.13, -1.38], [-1.24, -3.35, -0.76], [-0.41, -2.57, -1.59], [-0.57, -2.57, -2.96], [-1.07, -3.33, 0.65], [-0.91, -3.24, 1.87], [-4.28, -0.67, -4.83], [-2.91, -1.13, -3.76], [-4.30, -2.18, -3.88], [-3.12, -4.79, -3.21], [-2.86, -4.76, -0.77], [0.36, -1.96, -1.14], [0.07, -1.96, -3.58]]}

=====

No. 3
{"formula": "C38H51FN5O5SbSc", "method": "ωB97M-V/def2-TZVPD", "e_lumo_ha": -0.122, "e_above_lowest_kcal_mol": 18.8, "total_charge": 1, "elements": ["Sc", "C", "C", "O", "C", "C", "C", "N", "N", "C", "O", "C", "C", "C", "C", "C", "C", "H", "H", "H", "H", "H", "H", "H", "H", "H", "H", "H", "H", "F", "C", "C", "C", "C", "O", "C", "C", "N", "C", "C", "C", "C", "C", "C", "N", "C", "C", "N", "C", "C", "C", "O", "O", "H", "H", "H", "H", "H", "H", "H", "H", "H", "H", "H", "H", "H", "H", "H", "H", "H", "H", "C", "C", "C", "Sb", "C", "C", "C", "C", "C", "C", "H", "H", "H", "H", "H", "H", "H", "H", "H", "H", "H", "H", "H", "H", "H", "H", "H", "H", "H", "H", "H"], "positions_angstrom": [[0.36, -0.48, 0.28], [2.96, 2.29, -1.78], [2.29, 0.97, -1.57], [1.53, 0.88, -0.52], [2.52, -0.09, -2.43], [2.11, -1.43, -2.18], [2.66, -2.54, -3.03], [1.32, -1.71, -1.17], [1.12, -3.06, -0.86], [0.77, -3.20, 0.38], [0.69, -2.22, 1.25], [0.43, -4.58, 0.84], [0.11, -4.77, 2.18], [-0.21, -6.03, 2.65], [-0.21, -7.12, 1.78], [0.10, -6.93, 0.44], [0.42, -5.66, -0.03], [3.83, 2.35, -1.13], [2.27, 3.09, -1.49], [3.28, 2.42, -2.81], [3.16, 0.08, -3.28], [3.26, -2.13, -3.85], [1.85, -3.15, -3.43], [3.28, -3.19, -2.43], [0.14, -3.91, 2.84], [-0.43, -6.17, 3.71], [-0.42, -8.11, 2.15], [0.11, -7.77, -0.24], [0.68, -5.51, -1.07], [-3.05, -5.93, -0.36], [-3.22, -4.99, 0.60], [-2.68, -3.76, 0.42], [-2.88, -2.77, 1.38], [-2.20, -1.49, 1.20], [-1.61, -1.24, 0.12], [-2.27, -0.61, 2.33], [-3.16, -0.89, 3.33], [-3.89, -2.01, 3.42], [-4.95, -2.16, 4.39], [-4.88, -1.43, 5.69], [-4.72, -2.93, 5.66], [-3.67, -3.03, 2.49], [-4.20, -4.32, 2.68], [-3.97, -5.31, 1.75], [-4.45, -6.62, 1.99], [-3.86, -7.78, 1.32], [-4.22, -9.02, 2.17], [-4.61, -8.54, 3.54], [-5.93, -7.82, 3.48], [-5.85, -6.84, 2.30], [-1.36, 0.58, 2.55], [-1.57, 1.31, 3.50], [-0.40, 0.70, 1.69], [-2.10, -3.54, -0.47], [-3.27, -0.16, 4.11], [-5.93, -2.24, 3.92], [-5.81, -1.01, 6.07], [-4.00, -0.85, 5.93], [-5.53, -3.55, 6.04], [-3.73, -3.32, 5.83], [-4.76, -4.54, 3.57], [-2.79, -7.65, 1.27], [-4.24, -7.93, 0.31], [-3.38, -9.71, 2.26], [-5.07, -9.57, 1.77], [-3.91, -7.84, 3.81], [-4.62, -9.29, 4.22], [-6.07, -7.32, 4.43], [-6.71, -8.57, 3.35], [-6.33, -5.90, 2.56], [-6.38, -7.25, 1.43], [0.38, 5.44, -1.98], [-0.62, 5.50, -0.82], [-0.44, 6.80, -0.04], [-0.53, 3.59, 0.25], [0.47, 3.93, 2.15], [1.91, 3.44, 2.02], [0.44, 5.33, 2.76], [-2.59, 3.60, 0.97], [-3.18, 4.98, 1.25], [-3.44, 2.84, -0.04], [0.27, 6.31, -2.63], [0.24, 4.55, -2.60], [1.41, 5.43, -1.61], [-1.63, 5.47, -1.23], [0.60, 6.92, 0.28], [-1.08, 6.87, 0.83], [-0.68, 7.66, -0.69], [-0.08, 3.25, 2.80], [2.48, 4.07, 1.33], [1.96, 2.42, 1.66], [2.42, 3.48, 2.99], [1.04, 6.04, 2.19], [0.85, 5.30, 3.78], [-0.57, 5.73, 2.84], [-2.55, 3.04, 1.91], [-3.19, 5.61, 0.36], [-2.64, 5.50, 2.04], [-4.22, 4.88, 1.59], [-3.49, 3.36, -1.00], [-4.47, 2.72, 0.31], [-3.04, 1.84, -0.24]]}

=====

No. 4
{"formula": "C4H4O2S", "method": "ωB97M-V/def2-TZVPD", "e_lumo_ha": 0.025, "e_above_lowest_kcal_mol": 133.7, "smiles": "S/C=C\\C=C1OO1", "elements": ["C", "C", "C", "C", "O", "O", "S", "H", "H", "H", "H"], "positions_angstrom": [[0.48, -0.24, -0.72], [-0.36, 0.38, -1.51], [0.50, 0.08, 0.75], [0.65, -0.80, 1.65], [0.61, -2.02, 2.14], [0.89, -0.91, 2.97], [-1.60, 1.45, -0.78], [1.07, -0.90, -1.23], [-0.42, 0.18, -2.53], [-2.35, 1.73, -1.82], [0.53, 1.05, 1.07]]}

=====

Calculated E_tot in order - -2243.3829; -7906.6849; -3229.3406; -703.2789 a.u.
Calculated HOMO-LUMO gap in order - 7.865; 6.846; 5.251; 9.437 eV